(1)
Computed, not measured: a cluster of 2 separate species, C9H14S in total at a distorted geometry, with ωB97M-V/def2-TZVPD.

```
24
Properties=species:S:1:pos:R:3:mulliken_charge:R:1
S -2.4527 -0.6711 0.3911 -0.084
C 1.6310 0.3094 -1.2937 -0.123
C 1.0660 1.5477 -1.3942 -0.812
C -2.3868 0.2396 -1.1960 -0.293
C -1.9876 -2.2957 -0.2967 -0.774
C 1.8234 -0.3207 -0.0521 -0.606
C 1.4665 0.3276 1.0787 1.437
C 1.6460 -0.4078 2.3611 -1.542
C 0.7305 1.5070 1.1050 -0.713
C 0.6128 2.1529 -0.1427 -0.130
H 2.4533 -1.3101 0.1331 0.176
H 0.3915 2.0068 2.0412 0.300
H -3.2214 1.0470 -1.1985 0.277
H 2.6861 -0.8898 2.3516 0.365
H 1.9277 -0.2348 -2.1953 0.369
H 0.0293 3.1525 -0.2216 0.239
H -1.3869 0.7170 -1.2564 -0.135
H 0.7766 -1.1141 2.4935 0.216
H 1.1502 2.2467 -2.2806 0.314
H -2.4430 -2.2639 -1.3472 0.249
H -2.6637 -2.9614 0.3064 0.296
H -2.3913 -0.4688 -2.1431 0.246
H -0.9617 -2.5235 -0.3670 0.256
H 1.5040 0.2074 3.1235 0.471
```

Computed properties:
Strongest force on any atom   0.089 Eh/bohr
Lowest unoccupied orbital energy   0.03339 Ha
Highest occupied orbital energy   -8.3 eV
Structure (SMILES)   Cc1ccccc1.CSC
Energy relative to the best compared isomer or geometry (same formula, charge and spin)   1.811 eV

(2)
Computed, not measured: a cluster of 2 separate species, C5H10O in total, with ωB97M-V/def2-TZVPD.

```
16
Properties=species:S:1:pos:R:3:mulliken_charge:R:1
O -0.7521 1.8129 -1.6418 -0.414
C 0.1941 -0.6586 0.3644 0.934
C -0.1161 2.2663 -0.7231 -0.097
C 0.5097 -1.3290 -0.9443 -1.164
C -1.2342 -0.7811 0.8211 -1.190
C 1.1067 0.0295 1.0527 -1.078
H 1.5656 -1.2258 -1.2114 0.313
H -1.4031 -0.2788 1.7785 0.315
H -0.0962 -0.8879 -1.7467 0.278
H -1.9060 -0.3423 0.0715 0.288
H 0.8617 0.5165 1.9945 0.297
H 0.9748 2.4445 -0.7866 0.257
H 2.1339 0.1168 0.7049 0.306
H -0.5878 2.5509 0.2381 0.249
H -1.5180 -1.8354 0.9306 0.365
H 0.2670 -2.3985 -0.9025 0.340
```

Computed properties:
Strongest force on any atom   0.010 Eh/bohr
Lowest unoccupied orbital energy   0.03551 Ha
Highest occupied orbital energy   -9.5 eV
Structure (SMILES)   C=C(C)C.C=O
Energy relative to the best compared isomer or geometry (same formula, charge and spin)   1.446 eV

(3)
Computed, not measured: a cluster of 2 separate species, C2HCl3FN in total at a distorted geometry, with ωB97M-V/def2-TZVPD.

```
8
Properties=species:S:1:pos:R:3:mulliken_charge:R:1
Cl -1.3824 -1.3995 -1.3457 -0.112
Cl -1.4851 -1.1126 1.5004 -0.106
Cl -2.0611 1.2449 -0.2190 -0.101
F 0.7487 1.7644 -0.0271 -0.202
N 1.7669 -0.3786 0.0133 -0.354
C -1.2335 -0.2758 -0.0142 0.199
C 0.8745 0.4065 -0.0884 0.395
H 2.7720 -0.2493 0.1808 0.280
```

Computed properties:
Strongest force on any atom   0.095 Eh/bohr
Lowest unoccupied orbital energy   -0.00678 Ha
Highest occupied orbital energy   -9.4 eV
Energy relative to the best compared isomer or geometry (same formula, charge and spin)   2.152 eV

(4)
Computed, not measured: a structure of composition C23H20N2O4PRu at a distorted geometry, with ωB97M-V/def2-TZVPD.

```
51
Properties=species:S:1:pos:R:3:mulliken_charge:R:1
Ru -1.1483 -0.4761 1.3609 -0.346
P 0.3260 0.3015 -0.4213 2.335
O -3.0406 -0.3891 0.0991 -0.649
O -3.7361 1.1164 -1.4079 -0.709
O -4.0957 2.0740 2.9720 -0.685
O 0.2161 -1.0797 3.2138 -0.545
N -2.6041 -0.8956 3.3193 -0.431
N -2.2223 1.4666 1.7955 -0.076
C 1.3401 0.0768 -3.0276 -0.018
C 4.1827 1.1990 0.6423 -0.583
C 1.9065 0.4678 0.4165 0.744
C 1.4107 1.9093 -4.5789 -0.465
C -3.2481 0.7300 -0.3793 0.825
C 0.6841 -0.3514 2.3473 0.612
C -1.2749 -3.2110 -1.7897 -0.858
C 0.6785 0.8908 -2.1106 0.183
C 3.0441 1.0371 -0.1289 -0.994
C -2.7147 1.9948 0.6097 -0.751
C 1.7068 0.5943 -4.2564 -0.732
C 3.0795 0.2180 2.5542 -0.952
C 4.1878 0.7772 1.9785 -0.615
C -0.9891 -1.8760 -1.5735 -0.131
C -3.0655 1.4320 2.8565 0.596
C 0.0503 -1.5072 -0.7025 -0.373
C 0.7471 2.7154 -3.6695 -0.731
C 0.7830 -2.5111 -0.0505 0.333
C 0.3796 2.2102 -2.4348 -0.185
C -0.5505 -4.1962 -1.1340 -0.463
C 1.8813 0.0668 1.7980 -0.563
C 0.4794 -3.8441 -0.2745 -0.920
C -2.6031 0.4400 3.9304 -0.440
H -1.5800 0.6872 4.2353 0.194
H -0.1407 2.8293 -1.7172 0.309
H 5.0589 1.6618 0.2160 0.448
H 2.2341 -0.0260 -4.9649 0.413
H 1.6907 2.3039 -5.5434 0.405
H 1.0492 -4.6146 0.2256 0.432
H -0.7934 -5.2374 -1.2913 0.400
H 1.5654 -0.9500 -2.7738 0.471
H -1.5400 -1.1035 -2.0976 0.417
H 5.0856 0.9111 2.5646 0.404
H 3.0303 1.3647 -1.1584 0.421
H -2.2470 -1.5906 3.9722 0.227
H -3.5509 -1.1559 3.0430 0.259
H -3.5903 2.6371 0.7490 0.468
H -2.0665 -3.4850 -2.4714 0.443
H -3.2703 0.5163 4.7986 0.385
H 0.5193 3.7389 -3.9213 0.429
H -1.9355 2.4606 0.0008 0.050
H 3.0748 -0.0840 3.5904 0.549
H 1.6156 -2.2445 0.5899 0.463
```

Computed properties:
Strongest force on any atom   0.120 Eh/bohr
Lowest unoccupied orbital energy (spin up / spin down)   -0.05659 / -0.05268 Ha
Highest occupied orbital energy (spin up / spin down)   -7.0 / -7.0 eV
Multiplicity   2

(5)
Computed, not measured: a cluster of 7 separate species, H12IO6 in total, with ωB97M-V/def2-TZVPD.

```
19
Properties=species:S:1:pos:R:3:mulliken_charge:R:1
I 0.1511 -0.9447 -0.4170 -0.698
O -2.7753 1.1273 -0.5684 -0.614
O 2.9285 -0.0016 1.8198 -0.610
O -0.4600 0.7648 2.7752 -0.631
O -0.7783 0.9996 -3.3539 -0.623
O 2.1606 1.9759 -1.2526 -0.602
O -1.1712 -4.1329 1.1351 -0.652
H -0.1370 0.2495 2.0360 0.294
H -0.2068 0.8167 -2.6081 0.290
H -1.2565 1.1822 2.4470 0.297
H -2.1011 0.4493 -0.6145 0.258
H -1.5660 -4.5021 0.3451 0.305
H -2.4427 1.7531 0.0750 0.298
H 3.6164 -0.6651 1.7668 0.267
H 2.1827 -0.3923 1.3645 0.239
H 1.7520 2.8408 -1.2879 0.291
H 1.6491 1.4951 -0.6019 0.318
H -0.8786 -3.2603 0.8718 0.270
H -0.6671 0.2449 -3.9321 0.304
```

Computed properties:
Strongest force on any atom   0.017 Eh/bohr
Lowest unoccupied orbital energy   0.11545 Ha
Highest occupied orbital energy   -5.4 eV
Total charge   -1
Energy relative to the best compared isomer or geometry (same formula, charge and spin)   0.468 eV

(6)
Computed, not measured: an isolated molecule of C6H9N3O2 at a distorted geometry, with ωB97M-V/def2-TZVPD.

```
20
Properties=species:S:1:pos:R:3:mulliken_charge:R:1
O 0.0869 -4.2195 1.8086 -0.453
O -1.9202 -4.5048 0.9069 -0.533
N -1.7915 -1.7206 -0.0539 -0.023
N 0.2474 -1.7150 0.5151 -0.563
N -0.8767 -3.8258 1.0178 0.774
C -0.8456 -2.5091 0.5085 0.113
C 0.7022 1.8606 -0.8738 -0.222
C 0.9502 0.6874 0.1667 -0.660
C 1.4331 3.1003 -0.4608 -1.247
C -1.4372 -0.4266 -0.2443 -0.391
C -0.1280 -0.4256 0.1078 0.359
H 2.4683 2.9246 -0.3499 0.359
H 0.8695 3.5145 0.4942 0.280
H -1.9849 0.4486 -0.4580 0.417
H -0.3451 2.1600 -0.8594 0.249
H 1.3328 3.8567 -1.2639 0.336
H 1.0199 1.0369 1.1388 0.387
H -2.7294 -2.0252 -0.1280 0.189
H 1.0202 1.4585 -1.8598 0.289
H 1.9281 0.3243 -0.1128 0.339
```

Computed properties:
Strongest force on any atom   0.116 Eh/bohr
Lowest unoccupied orbital energy   -0.04376 Ha
Highest occupied orbital energy   -9.8 eV
Structure (SMILES)   CCCc1c[nH]c([N+](=O)[O-])n1
Energy relative to the best compared isomer or geometry (same formula, charge and spin)   5.307 eV